DFT (ωB97M-V/def2-TZVPD) results for a 10-piece molecular cluster, C83H174F9N7O8S2 overall at a distorted geometry.

Atoms and positions in Å:
1 C -22.113 -20.838 -6.630
2 C -20.829 -20.042 -6.966
3 C -20.239 -19.428 -5.705
4 C -18.942 -18.641 -6.092
5 N -17.921 -18.519 -4.960
6 C -17.047 -17.301 -5.236
7 C -17.938 -16.032 -4.901
8 C -18.914 -16.546 -3.810
9 C -18.516 -17.977 -3.622
10 C -17.287 -19.846 -4.735
11 C -15.912 -20.045 -5.529
12 C -15.465 -21.489 -5.335
13 H -22.455 -21.140 -7.619
14 H -22.843 -20.314 -6.014
15 H -21.897 -21.784 -6.133
16 H -21.063 -19.190 -7.604
17 H -20.040 -20.556 -7.516
18 H -19.993 -20.219 -4.998
19 H -20.939 -18.813 -5.138
20 H -19.182 -17.621 -6.391
21 H -18.371 -18.995 -6.950
22 H -16.234 -17.236 -4.513
23 H -16.597 -17.398 -6.224
24 H -17.342 -15.174 -4.589
25 H -18.524 -15.668 -5.744
26 H -18.752 -15.929 -2.926
27 H -19.923 -16.421 -4.202
28 H -17.727 -17.939 -2.872
29 H -19.354 -18.535 -3.203
30 H -18.016 -20.652 -4.813
31 H -16.955 -19.800 -3.698
32 H -15.216 -19.332 -5.087
33 H -15.971 -19.843 -6.599
34 H -16.180 -22.116 -5.868
35 H -15.307 -21.652 -4.269
36 H -14.448 -21.644 -5.695
37 C -19.809 -17.189 1.157
38 C -19.590 -15.697 1.694
39 C -18.863 -14.848 0.648
40 C -18.843 -13.377 1.170
41 N -17.841 -12.499 0.378
42 C -16.353 -12.925 0.644
43 C -15.511 -11.711 0.373
44 C -16.424 -10.500 0.785
45 C -17.829 -10.988 0.925
46 C -18.045 -12.551 -1.178
47 C -19.464 -12.096 -1.595
48 C -19.810 -12.783 -2.895
49 H -18.821 -17.558 0.882
50 H -20.370 -17.264 0.225
51 H -20.312 -17.802 1.905
52 H -19.174 -15.633 2.699
53 H -20.607 -15.356 1.885
54 H -19.353 -14.868 -0.325
55 H -17.847 -15.236 0.566
56 H -18.602 -13.288 2.230
57 H -19.835 -12.927 1.208
58 H -16.137 -13.796 0.026
59 H -16.247 -13.300 1.661
60 H -15.203 -11.570 -0.663
61 H -14.583 -11.761 0.943
62 H -16.313 -9.731 0.021
63 H -16.133 -10.020 1.720
64 H -18.642 -10.344 0.591
65 H -17.942 -11.106 2.003
66 H -17.706 -13.522 -1.540
67 H -17.390 -11.762 -1.548
68 H -19.431 -11.025 -1.792
69 H -20.252 -12.315 -0.874
70 H -20.607 -12.215 -3.374
71 H -20.378 -13.693 -2.704
72 H -19.029 -13.058 -3.604
73 C -14.604 -10.993 -5.659
74 C -14.259 -10.944 -7.188
75 C -13.362 -9.755 -7.656
76 C -14.125 -8.436 -7.560
77 N -13.222 -7.170 -7.949
78 C -11.948 -7.104 -7.085
79 C -10.788 -6.905 -8.060
80 C -11.172 -7.745 -9.227
81 C -12.640 -7.353 -9.371
82 C -14.095 -5.913 -7.762
83 C -14.770 -5.622 -6.440
84 C -15.697 -4.448 -6.371
85 H -15.300 -11.752 -5.300
86 H -15.133 -10.069 -5.426
87 H -13.668 -11.169 -5.129
88 H -15.190 -10.920 -7.755
89 H -13.849 -11.886 -7.552
90 H -13.138 -9.975 -8.700
91 H -12.384 -9.879 -7.191
92 H -14.290 -8.246 -6.499
93 H -15.041 -8.395 -8.151
94 H -12.120 -6.389 -6.281
95 H -11.944 -8.051 -6.544
96 H -10.574 -5.848 -8.220
97 H -9.992 -7.416 -7.517
98 H -10.633 -7.436 -10.123
99 H -11.077 -8.827 -9.128
100 H -12.855 -6.375 -9.803
101 H -13.180 -8.121 -9.924
102 H -14.886 -6.096 -8.490
103 H -13.444 -5.114 -8.119
104 H -14.123 -5.483 -5.574
105 H -15.336 -6.545 -6.320
106 H -15.087 -3.584 -6.637
107 H -16.044 -4.433 -5.337
108 H -16.597 -4.570 -6.973
109 C -11.633 -12.019 0.501
110 C -11.377 -12.284 1.982
111 C -10.093 -13.179 2.219
112 C -9.614 -13.176 3.721
113 N -8.305 -13.972 4.058
114 C -8.579 -15.463 3.837
115 C -7.609 -16.210 4.676
116 C -7.447 -15.309 5.925
117 C -7.934 -13.921 5.570
118 C -7.044 -13.526 3.190
119 C -6.834 -11.977 3.232
120 C -5.400 -11.436 3.014
121 H -12.335 -12.756 0.112
122 H -10.690 -11.921 -0.037
123 H -12.232 -11.115 0.398
124 H -12.254 -12.764 2.417
125 H -11.243 -11.323 2.478
126 H -9.282 -12.778 1.612
127 H -10.251 -14.216 1.925
128 H -10.390 -13.437 4.441
129 H -9.379 -12.191 4.123
130 H -8.538 -15.679 2.770
131 H -9.570 -15.629 4.259
132 H -6.621 -16.113 4.227
133 H -7.905 -17.226 4.935
134 H -6.394 -15.303 6.205
135 H -8.128 -15.655 6.703
136 H -7.311 -13.032 5.669
137 H -8.863 -13.737 6.109
138 H -7.124 -14.020 2.222
139 H -6.213 -14.045 3.667
140 H -7.162 -11.496 4.154
141 H -7.432 -11.530 2.437
142 H -4.766 -11.492 3.899
143 H -5.465 -10.461 2.531
144 H -4.841 -12.049 2.307
145 C -10.375 -15.018 -1.219
146 C -9.828 -15.643 -2.464
147 C -10.812 -16.632 -3.022
148 C -10.244 -17.347 -4.232
149 N -11.222 -18.140 -5.125
150 C -12.255 -17.208 -5.876
151 C -11.507 -16.686 -7.056
152 C -10.540 -17.842 -7.457
153 C -10.440 -18.819 -6.328
154 C -12.026 -19.130 -4.287
155 C -11.148 -20.223 -3.637
156 C -12.120 -21.193 -2.911
157 H -11.359 -14.581 -1.387
158 H -9.750 -14.200 -0.862
159 H -10.299 -15.732 -0.399
160 H -8.884 -16.139 -2.239
161 H -9.570 -14.925 -3.243
162 H -11.638 -16.063 -3.449
163 H -11.166 -17.269 -2.212
164 H -9.449 -18.044 -3.966
165 H -9.917 -16.594 -4.949
166 H -13.082 -17.841 -6.196
167 H -12.681 -16.347 -5.360
168 H -12.287 -16.385 -7.755
169 H -10.937 -15.787 -6.823
170 H -10.870 -18.371 -8.351
171 H -9.567 -17.465 -7.772
172 H -10.939 -19.764 -6.545
173 H -9.447 -19.066 -5.953
174 H -12.764 -19.570 -4.957
175 H -12.618 -18.495 -3.627
176 H -10.473 -19.712 -2.951
177 H -10.544 -20.703 -4.408
178 H -11.559 -22.096 -2.670
179 H -12.788 -21.410 -3.744
180 H -12.739 -20.913 -2.059
181 C -9.880 -18.719 1.807
182 C -11.027 -19.406 1.243
183 C -12.214 -18.442 0.972
184 C -12.991 -18.247 2.249
185 N -14.155 -17.178 2.167
186 C -13.620 -15.708 2.216
187 C -13.100 -15.479 3.622
188 C -14.032 -16.378 4.462
189 C -14.950 -17.177 3.477
190 C -15.071 -17.361 0.928
191 C -15.925 -18.717 0.915
192 C -16.700 -18.947 -0.378
193 H -9.558 -17.837 1.254
194 H -9.136 -19.514 1.751
195 H -9.988 -18.510 2.871
196 H -11.266 -20.246 1.895
197 H -10.675 -19.999 0.399
198 H -12.900 -19.046 0.378
199 H -11.942 -17.595 0.342
200 H -12.340 -17.857 3.032
201 H -13.356 -19.190 2.656
202 H -14.451 -15.032 2.015
203 H -12.831 -15.561 1.479
204 H -13.209 -14.461 3.997
205 H -12.036 -15.682 3.734
206 H -14.591 -15.880 5.254
207 H -13.410 -17.175 4.869
208 H -15.869 -16.604 3.358
209 H -15.102 -18.201 3.818
210 H -14.394 -17.385 0.074
211 H -15.727 -16.491 0.917
212 H -16.606 -18.730 1.766
213 H -15.317 -19.583 1.173
214 H -17.500 -19.679 -0.272
215 H -15.967 -19.353 -1.076
216 H -17.111 -18.016 -0.771
217 C -10.644 -12.435 -5.267
218 C -10.334 -11.060 -4.589
219 C -8.852 -10.887 -4.061
220 C -8.569 -11.894 -3.009
221 N -7.088 -12.147 -2.704
222 C -6.534 -11.000 -1.900
223 C -5.448 -11.523 -0.971
224 C -5.758 -13.024 -0.700
225 C -6.912 -13.332 -1.653
226 C -6.302 -12.335 -4.086
227 C -4.936 -12.983 -3.978
228 C -4.247 -12.802 -5.337
229 H -11.313 -12.222 -6.100
230 H -11.154 -13.225 -4.716
231 H -9.724 -12.804 -5.720
232 H -10.980 -10.897 -3.726
233 H -10.576 -10.307 -5.338
234 H -8.853 -9.842 -3.750
235 H -8.196 -10.869 -4.931
236 H -8.973 -12.867 -3.289
237 H -9.152 -11.706 -2.107
238 H -6.283 -10.258 -2.657
239 H -7.325 -10.578 -1.279
240 H -4.463 -11.410 -1.426
241 H -5.513 -10.945 -0.049
242 H -4.869 -13.654 -0.669
243 H -6.165 -13.057 0.310
244 H -6.869 -14.271 -2.206
245 H -7.803 -13.307 -1.027
246 H -6.236 -11.367 -4.584
247 H -6.952 -13.023 -4.625
248 H -5.058 -14.053 -3.808
249 H -4.281 -12.668 -3.166
250 H -3.270 -13.285 -5.309
251 H -4.124 -11.731 -5.496
252 H -4.950 -13.171 -6.084
253 C -13.407 -8.329 -2.690
254 O -14.692 -7.739 -2.317
255 O -12.817 -7.618 -3.770
256 C -12.488 -8.801 -1.463
257 F -13.461 -9.249 -0.552
258 F -11.570 -9.732 -1.685
259 F -11.850 -7.815 -0.790
260 C -15.867 -7.915 -3.219
261 C -16.786 -9.080 -2.990
262 H -17.670 -9.123 -3.626
263 H -16.350 -10.069 -3.136
264 H -17.095 -9.114 -1.946
265 H -15.599 -7.833 -4.273
266 H -16.462 -7.001 -3.218
267 H -13.686 -9.289 -3.123
268 C -14.663 -13.824 -3.194
269 F -15.546 -12.894 -2.881
270 F -14.898 -14.299 -4.487
271 F -13.386 -13.276 -3.259
272 S -14.747 -15.355 -1.887
273 O -14.049 -14.951 -0.670
274 O -16.201 -15.625 -1.718
275 O -14.030 -16.403 -2.615
276 C -16.352 -14.510 -8.451
277 F -16.167 -14.764 -7.157
278 F -16.518 -13.176 -8.584
279 F -15.213 -14.904 -9.173
280 S -18.024 -15.420 -9.039
281 O -19.076 -14.691 -8.297
282 O -18.154 -15.394 -10.520
283 O -17.850 -16.828 -8.595

Output
- Gap between HOMO and LUMO (alpha / beta): 0.092 / 0.213 Eh
- LUMO level (alpha / beta): -5.0 / -5.1 eV
- HOMO level (alpha / beta): -7.55 / -10.86 eV
- <S²>: 0.751
- DFT total energy: -5946.0413 Eh
- Charge: +3
- 2S+1: 2